# 1
A 2-piece molecular cluster, C3H9N3 overall at a distorted geometry. Source: OMol25; level of theory: the ωB97M-V functional and the def2-TZVPD basis.

```
15
Properties=species:S:1:pos:R:3
H 5.4357 1.2187 1.4557
N 5.3849 1.8900 0.7387
C 4.7568 2.9522 1.3433
N 4.1655 3.9724 0.5276
H 5.1014 3.3521 2.3187
H 4.3205 4.3800 -0.4048
H 3.6367 4.5054 1.1207
C -4.6876 -4.2527 -0.8971
N -4.6817 -3.0599 -0.3777
C -4.7882 -1.9078 -1.2130
H -5.0418 -5.1982 -0.2379
H -4.9806 -4.2341 -1.9240
H -4.2025 -1.0938 -0.5623
H -4.1784 -1.8852 -2.0913
H -5.8581 -1.4119 -1.2948
```

The spin multiplicity is 1. The calculation puts the LUMO energy at 1.0 eV. For the total energy, the calculation gives -283.82815 hartree. The total charge is 0. For the energy above the lowest of the compared OMol25 structures with the same formula, charge and spin, the calculation gives 4.2167 eV. The HOMO energy is -9.08 eV.

---

# 2
One molecule with the formula C3H9N3 at a distorted geometry. Source: OMol25; level of theory: the ωB97M-V functional and the def2-TZVPD basis.

```
15
Properties=species:S:1:pos:R:3
H -2.5659 -1.3567 -0.0844
N -1.5408 -1.4089 0.0064
C -0.9831 -0.2509 0.0284
N -1.5867 0.9794 -0.0555
C 0.5263 -0.2594 0.3396
C 1.2445 1.0481 -0.0470
N 1.1165 -1.4100 -0.3271
H -1.0565 1.7491 -0.5599
H -2.6216 0.9776 -0.2025
H 0.5846 -0.3720 1.4737
H 0.8608 1.9244 0.5292
H 1.1245 1.2438 -1.1402
H 2.3088 0.9102 0.0941
H 2.1010 -1.5739 0.0006
H 0.4877 -2.2010 -0.0554
```

The spin multiplicity is 1. The calculation puts the LUMO energy at 0.9 eV. For the total energy, the calculation gives -283.96595 hartree. The total charge is 0. For the energy above the lowest of the compared OMol25 structures with the same formula, charge and spin, the calculation gives 0.4670 eV. The HOMO energy is -9.09 eV.

---

# 3
One molecule with the formula C3H9N3O at a distorted geometry. Source: OMol25; level of theory: the ωB97M-V functional and the def2-TZVPD basis.

```
16
Properties=species:S:1:pos:R:3
N -2.1418 1.1569 -0.4272
C -0.8710 1.6773 0.0379
C 0.4002 1.0567 -0.5996
C 0.8085 -0.2050 -0.4348
O 1.8404 -0.7261 -1.1382
N 0.2091 -1.1074 0.4607
N 1.0827 -2.1145 0.9442
H -2.1757 0.1467 -0.3419
H -2.2742 1.3803 -1.4085
H -0.6765 1.3895 1.0905
H -0.8514 2.7556 -0.1294
H 0.8917 1.6382 -1.3622
H 2.0021 -1.6121 -0.7703
H -0.3713 -0.6465 1.1547
H 0.5476 -2.9557 1.1344
H 1.5796 -1.8339 1.7897
```

The spin multiplicity is 1. The calculation puts the LUMO energy at 0.7 eV. For the total energy, the calculation gives -359.15576 hartree. The total charge is 0. For the energy above the lowest of the compared OMol25 structures with the same formula, charge and spin, the calculation gives 2.4132 eV. The HOMO energy is -7.81 eV.

---

# 4
One molecule with the formula C3H9N3O at a distorted geometry. Source: OMol25; level of theory: the ωB97M-V functional and the def2-TZVPD basis.

```
16
Properties=species:S:1:pos:R:3
N -0.0998 -2.3758 0.7391
C -0.8010 -1.5503 -0.2732
N -0.6814 -0.1267 0.0218
C 0.6144 0.3849 -0.3846
C 0.8773 1.7771 0.1328
N 0.0480 2.7765 -0.2430
O 1.8682 2.0168 0.8096
H -0.6997 -2.6203 1.5108
H 0.3134 -3.1970 0.3266
H -1.8677 -1.7760 -0.1873
H -0.3841 -1.7786 -1.2447
H -0.7885 0.0316 1.0152
H 0.6560 0.4691 -1.4735
H 1.4374 -0.2662 -0.0862
H 0.2885 3.6399 0.1117
H -0.7811 2.5951 -0.7752
```

The spin multiplicity is 1. The calculation puts the LUMO energy at 0.9 eV. For the total energy, the calculation gives -359.21962 hartree. The total charge is 0. For the energy above the lowest of the compared OMol25 structures with the same formula, charge and spin, the calculation gives 0.6754 eV. The HOMO energy is -9.30 eV.

---

# 5
One molecule with the formula C3H9N3O at a distorted geometry. Source: OMol25; level of theory: the ωB97M-V functional and the def2-TZVPD basis.

```
16
Properties=species:S:1:pos:R:3
N 0.5959 -2.4114 1.1134
C 1.1990 -1.2107 0.4772
N 0.3712 0.0337 0.3975
C -0.6032 -0.0871 -0.5663
O -0.8507 -1.0928 -1.1545
C -1.2512 1.2843 -0.6510
N -0.1973 2.2910 -0.7325
H 0.9761 -3.0091 1.7935
H -0.3393 -2.2305 1.4107
H 1.2928 -1.4035 -0.5661
H 2.1588 -1.0338 0.9015
H 0.4750 0.8995 0.9018
H -1.5999 1.4133 0.4249
H -2.1382 1.3239 -1.3365
H -0.5681 3.1723 -0.9432
H 0.4792 2.0609 -1.4703
```

The spin multiplicity is 1. The calculation puts the LUMO energy at 0.9 eV. For the total energy, the calculation gives -359.18760 hartree. The total charge is 0. For the energy above the lowest of the compared OMol25 structures with the same formula, charge and spin, the calculation gives 1.5467 eV. The HOMO energy is -8.90 eV.

---

# 6
C3H9N3O as an isolated structure at a distorted geometry. Source: OMol25; level of theory: the ωB97M-V functional and the def2-TZVPD basis.

```
16
Properties=species:S:1:pos:R:3
C 0.0228 -1.9547 -0.2242
C 1.2705 1.6709 -0.3979
N 0.2699 -0.5990 -0.6154
N -0.9740 0.4866 -0.2862
C 0.8614 0.3461 0.2029
N -1.8747 0.3714 0.7752
O 1.4910 -0.1597 1.1679
H -1.4515 0.6894 -1.1599
H -1.3873 0.6247 1.6316
H -2.2972 -0.5523 0.8546
H 0.9785 -2.3751 0.0961
H -0.3602 -2.4899 -1.0993
H -0.6694 -2.0704 0.6124
H 0.9084 2.4631 0.2566
H 0.8558 1.8291 -1.3920
H 2.3561 1.7199 -0.4223
```

The spin multiplicity is 1. The calculation puts the LUMO energy at 0.9 eV. For the total energy, the calculation gives -359.08646 hartree. The total charge is 0. For the energy above the lowest of the compared OMol25 structures with the same formula, charge and spin, the calculation gives 4.2989 eV. The HOMO energy is -9.19 eV.

---

# 7
One molecule with the formula C3H9N3O at a distorted geometry. Source: OMol25; level of theory: the ωB97M-V functional and the def2-TZVPD basis.

```
16
Properties=species:S:1:pos:R:3
N 1.4556 -0.5625 1.4346
C 0.4272 -1.4362 0.8793
C -0.2531 -0.7370 -0.2959
N -0.8232 0.5780 0.1230
C -0.8000 1.7835 -0.5142
N -0.3325 1.6743 -1.8519
O -1.2323 2.8627 -0.0177
H 1.6957 -0.8678 2.3288
H 2.3936 -0.7651 0.9800
H -0.3481 -1.7298 1.6927
H 0.7178 -2.4361 0.4817
H 0.3888 -0.7712 -1.1937
H -1.1244 -1.2295 -0.7265
H -1.1309 0.5501 1.0328
H -0.6439 2.4839 -2.3269
H -0.3904 0.6026 -2.0262
```

The spin multiplicity is 1. The calculation puts the LUMO energy at 0.7 eV. For the total energy, the calculation gives -359.19538 hartree. The total charge is 0. For the energy above the lowest of the compared OMol25 structures with the same formula, charge and spin, the calculation gives 1.3349 eV. The HOMO energy is -9.35 eV.

---

# 8
A 2-piece molecular cluster, C3H9N3O overall. Source: OMol25; level of theory: the ωB97M-V functional and the def2-TZVPD basis.

```
16
Properties=species:S:1:pos:R:3
C 1.1941 -1.1765 -0.6352
C 1.4103 1.1947 -0.2244
N 0.7513 -0.1052 -0.1080
C -0.5696 -0.1886 0.6038
N -1.2782 1.0219 0.5044
O -1.2451 -0.9044 -1.2193
N -0.5373 -1.0142 1.5828
H -2.0806 -1.3569 -1.0490
H -1.7584 1.0553 -0.3882
H -1.9070 1.1554 1.2835
H -1.4117 -0.9942 2.1008
H 0.6100 -2.0746 -0.5233
H 2.1273 -1.1556 -1.1848
H 1.4488 1.6575 0.7596
H 2.4156 1.0521 -0.6163
H 0.8304 1.8333 -0.8864
```

The spin multiplicity is 1. The calculation puts the LUMO energy at 0.2 eV. For the total energy, the calculation gives -359.10884 hartree. The total charge is 0. For the energy above the lowest of the compared OMol25 structures with the same formula, charge and spin, the calculation gives 3.6898 eV. The HOMO energy is -7.91 eV.

---

# 9
An isolated ion of composition C3H9N3O and charge +2 at a distorted geometry. Source: OMol25; level of theory: the ωB97M-V functional and the def2-TZVPD basis.

```
16
Properties=species:S:1:pos:R:3
C -0.9529 2.6555 -2.0788
N -0.9500 1.6816 -1.4995
C -0.7622 0.4204 -1.0700
C 0.3043 0.2203 0.0296
N -0.0541 -0.9528 0.7892
N 0.6147 -1.0875 2.1521
O 0.1449 -2.0732 0.0869
H -0.6967 3.5622 -2.6724
H -0.4141 -0.0729 -2.0458
H -1.8252 -0.0737 -0.8235
H 1.2125 0.0398 -0.4435
H 0.3670 1.0111 0.7448
H 1.6396 -0.7289 2.1804
H 0.3676 -2.1142 2.3039
H 0.0466 -0.4057 2.6798
H 0.9579 -2.0820 -0.3332
```

The spin multiplicity is 1. The calculation puts the LUMO energy at -8.2 eV. For the total energy, the calculation gives -358.37990 hartree. The total charge is +2. For the energy above the lowest of the compared OMol25 structures with the same formula, charge and spin, the calculation gives 4.1077 eV. The HOMO energy is -19.13 eV.

---

# 10
A 2-piece molecular cluster, C3H9N3O overall at a distorted geometry. Source: OMol25; level of theory: the ωB97M-V functional and the def2-TZVPD basis.

```
16
Properties=species:S:1:pos:R:3
C 0.5894 0.7541 -0.4874
C -2.3641 -0.8252 2.8501
C 0.8893 -0.1817 -1.5340
N -0.9966 -0.8402 0.9563
N 0.7748 1.7966 0.0347
N 1.9849 0.2751 -2.4794
O -1.5509 -0.2305 1.8358
H -3.3835 -0.4448 2.6958
H -2.0181 -0.4189 3.8040
H -2.3540 -1.9148 2.8282
H -0.0282 -0.3887 -2.1018
H 1.1685 -1.1315 -1.0594
H 0.5110 2.3799 0.8148
H 2.4047 1.1701 -2.1821
H 1.6223 0.4150 -3.4370
H 2.7503 -0.4142 -2.5386
```

The spin multiplicity is 1. The calculation puts the LUMO energy (alpha / beta) at -9.5 / -9.6 eV. For the total energy, the calculation gives -358.33646 hartree. The total charge is +2. For the energy above the lowest of the compared OMol25 structures with the same formula, charge and spin, the calculation gives 5.2896 eV. The HOMO energy (alpha / beta) is -16.65 / -16.33 eV.

---

Among the records above, which one has the highest energy above the lowest of the compared OMol25 structures with the same formula, charge and spin?
number 10

---

Number 2 is which compound?
C3H9N3

---

Repeat the fourth record exactly.
One molecule with the formula C3H9N3O at a distorted geometry. Source: OMol25; level of theory: the ωB97M-V functional and the def2-TZVPD basis.

```
16
Properties=species:S:1:pos:R:3
N -0.0998 -2.3758 0.7391
C -0.8010 -1.5503 -0.2732
N -0.6814 -0.1267 0.0218
C 0.6144 0.3849 -0.3846
C 0.8773 1.7771 0.1328
N 0.0480 2.7765 -0.2430
O 1.8682 2.0168 0.8096
H -0.6997 -2.6203 1.5108
H 0.3134 -3.1970 0.3266
H -1.8677 -1.7760 -0.1873
H -0.3841 -1.7786 -1.2447
H -0.7885 0.0316 1.0152
H 0.6560 0.4691 -1.4735
H 1.4374 -0.2662 -0.0862
H 0.2885 3.6399 0.1117
H -0.7811 2.5951 -0.7752
```

The spin multiplicity is 1. The calculation puts the LUMO energy at 0.9 eV. For the total energy, the calculation gives -359.21962 hartree. The total charge is 0. For the energy above the lowest of the compared OMol25 structures with the same formula, charge and spin, the calculation gives 0.6754 eV. The HOMO energy is -9.30 eV.

---

total charge of number 6 (C3H9N3O)?
0